Run 1
27
Properties=species:S:1:pos:R:3:lowdin_charge:R:1 method="wB97M-V/def2-TZVPD" homo_energy_ha=-0.2696 lumo_energy_ev=-0.6 total_charge=0
O -0.385 0.986 0.263 0.14
H -0.189 0.194 0.930 0.10
H 0.408 1.545 0.189 0.10
H -0.479 0.376 -0.615 0.14
C -1.109 -1.735 2.495 -0.30
O -0.032 -1.268 1.773 -0.37
H -1.483 -0.805 2.994 0.08
H -0.915 -2.144 3.346 -0.01
H -1.889 -2.300 2.111 0.05
O 0.114 -3.428 0.318 -0.10
H 0.015 -2.620 0.881 -0.05
H 0.495 -4.117 0.813 -0.01
O 1.433 2.879 -1.429 0.00
H 2.288 2.788 -1.114 0.01
H 1.281 2.785 -2.360 0.04
O 2.207 -0.637 -0.964 -0.02
H 2.758 -0.495 -1.740 0.04
H 1.484 -1.128 -1.251 -0.03
O -2.308 1.737 -2.391 -0.18
H -2.929 1.906 -3.224 0.10
H -1.732 0.878 -2.292 0.01
O 0.338 2.175 2.720 -0.06
H 1.045 1.585 3.028 0.05
H 1.041 2.837 2.891 0.05
O -0.505 -0.435 -2.164 -0.11
H -1.015 -1.352 -2.244 0.18
H 0.071 -0.195 -2.959 0.13

Run 2
27
Properties=species:S:1:pos:R:3:lowdin_charge:R:1 method="wB97M-V/def2-TZVPD" homo_energy_ha=-0.2896 lumo_energy_ev=-0.6 total_charge=0
O -0.154 -0.425 -0.432 0.09
H 0.593 0.030 0.058 0.03
H -0.152 -0.557 -1.460 0.11
H -1.188 -0.206 -0.175 0.16
C 1.874 1.688 0.039 -0.32
O 1.817 0.631 0.840 -0.36
H 2.755 2.255 0.339 0.09
H 0.921 2.085 -0.111 0.03
H 2.043 1.305 -1.112 0.08
O -0.751 -3.090 -1.762 -0.01
H -1.449 -3.007 -2.371 0.02
H 0.078 -2.930 -2.181 0.02
O 1.176 -1.579 2.468 -0.06
H 1.087 -2.073 1.685 -0.01
H 1.603 -0.879 1.943 0.00
O -2.111 1.372 0.181 -0.03
H -3.036 1.395 0.335 0.03
H -2.012 2.284 -0.167 0.09
O 0.603 -0.077 -2.960 -0.09
H -0.280 0.218 -3.437 0.14
H 1.309 0.575 -2.941 0.04
O 1.812 1.832 3.285 -0.07
H 0.914 2.007 3.448 -0.01
H 1.836 1.317 2.447 -0.02
O -3.001 -1.444 0.349 -0.06
H -3.571 -0.660 0.714 0.10
H -2.715 -2.055 0.977 0.01

Which is the most stable structure? run 2 is the most stable.

Run 1
16
Properties=species:S:1:pos:R:3:lowdin_charge:R:1 method="wB97M-V/def2-TZVPD" homo_energy_ha=-0.2601 lumo_energy_ev=0.9 total_charge=0
C 1.692 -0.024 -0.235 -0.05
C 0.210 0.034 0.023 -0.44
C -0.565 -1.392 0.333 -0.28
N -0.053 1.898 -1.307 0.00
N -1.846 -1.635 -0.041 0.05
C -0.284 -0.694 1.519 -0.01
N -0.564 1.007 -0.370 -0.01
H 0.890 2.233 -1.114 0.07
H -0.687 2.682 -1.374 0.07
H -2.011 -1.770 -1.027 0.09
H -2.605 -1.147 0.429 0.09
H 2.205 0.892 0.071 0.08
H 2.155 -0.866 0.277 0.08
H 1.852 -0.159 -1.308 0.09
H -1.078 -0.267 2.139 0.10
H 0.688 -0.791 1.986 0.09

Run 2
16
Properties=species:S:1:pos:R:3:lowdin_charge:R:1 method="wB97M-V/def2-TZVPD" homo_energy_ha=-0.3408 lumo_energy_ev=0.7 total_charge=0 smiles="[H]/N=C(/N)C=C.C=N"
H 0.887 -2.270 -0.770 0.03
N -0.087 -2.109 -0.535 0.11
C -0.284 -1.142 0.265 -0.55
N -1.522 -1.005 0.836 0.11
C 0.782 -0.219 0.863 -0.13
C 2.027 -0.157 0.419 0.01
H -1.786 -0.095 1.177 0.08
H -2.258 -1.488 0.345 0.10
H 0.523 0.168 1.841 0.10
H 2.802 0.345 0.975 0.06
H 2.315 -0.563 -0.539 0.06
C -0.662 2.069 -0.801 -0.17
N -1.243 1.212 -1.492 0.03
H 0.399 1.957 -0.441 0.06
H -1.229 2.906 -0.403 0.06
H -0.663 0.391 -1.741 0.04

Which is the most stable structure? run 2 is the most stable.

Run 1
8
Properties=species:S:1:pos:R:3:lowdin_charge:R:1 method="wB97M-V/def2-TZVPD" homo_energy_ha=-0.3648 lumo_energy_ev=0.1 total_charge=0 smiles=BOC
B 0.046 -0.490 1.510 0.19
O 0.517 -0.400 -0.120 -0.24
C -0.096 0.283 -1.099 -0.25
H -0.834 0.151 2.086 0.03
H 0.891 -1.240 1.816 0.01
H -1.136 0.302 -1.184 0.05
H 0.501 -0.040 -1.979 0.10
H 0.110 1.434 -1.030 0.11

Run 2
8
Properties=species:S:1:pos:R:3:lowdin_charge:R:1 method="wB97M-V/def2-TZVPD" homo_energy_ha=-0.3951 lumo_energy_ev=0.9 total_charge=0 smiles=BOC
B 1.342 0.020 0.035 -0.21
O 0.238 -0.627 0.112 -0.03
C -1.015 -0.092 -0.016 -0.10
H 1.348 1.245 -0.114 0.06
H 2.327 -0.584 0.182 0.03
H -1.223 0.983 0.197 0.12
H -1.613 -0.677 0.553 0.06
H -1.405 -0.267 -0.950 0.07

Which is the most stable structure? run 2 is the most stable.